[1]
A structure of composition C7H10B4CaF16O6 in a non-equilibrium geometry, computed with ωB97M-V with the def2-TZVPD basis set.

```
! RIJCOSX wB97M-V def2-TZVPD def2/J DEFGRID3
* xyz -2 1
Ca 6.08305 7.93302 16.20640
B 7.21659 9.58865 12.97582
F 6.88796 10.95670 12.98406
F 6.59424 9.01090 11.85187
F 8.58411 9.42821 12.91742
F 6.74653 9.04062 14.21041
B 4.46349 8.02357 18.56600
F 4.31440 7.67746 19.90380
F 3.45608 8.89351 18.16254
F 5.71944 8.60258 18.37097
F 4.43504 6.95548 17.70141
B 5.49685 5.60621 14.55775
F 4.65558 6.49729 15.24378
F 5.28906 5.48136 13.16104
F 6.68936 6.09886 14.84804
F 5.42952 4.32290 15.11865
B 8.16753 9.90772 16.74001
F 8.20592 8.51424 16.53910
F 8.80008 10.51192 15.65670
F 6.86296 10.20045 16.72186
F 8.77673 10.21603 17.95924
C 3.34236 11.88838 13.57724
C 2.28384 10.81479 13.26058
O 2.58374 9.85386 14.21866
C 3.82390 10.02254 14.75677
O 4.34097 9.26492 15.50110
O 4.25746 11.23098 14.40596
H 2.88416 12.69666 14.15062
H 3.88223 12.24296 12.70045
H 2.31941 10.55196 12.20178
H 1.32360 11.31744 13.39315
C 8.79999 1.97038 18.24747
C 9.30934 3.40756 18.25646
C 9.91798 3.88232 16.95571
O 9.04919 4.89300 16.49521
C 8.09946 5.13578 17.44331
O 7.33959 6.05754 17.36431
O 8.16030 4.24532 18.41233
H 8.18831 1.80024 19.13117
H 9.64413 1.27951 18.27667
H 8.23242 1.87169 17.32275
H 9.86863 3.70459 19.14775
H 9.84076 3.01690 16.28936
H 10.95876 4.20301 16.96101
*
```

Results
- ΔE to the lowest compared entry with this formula, charge and spin: 0.879 eV
- HOMO-LUMO gap: 9.62 eV

[2]
A structure of composition C7H10BF4LaN in a non-equilibrium geometry, computed with ωB97M-V with the def2-TZVPD basis set.

```
! RIJCOSX wB97M-V def2-TZVPD def2/J DEFGRID3
* xyz -1 1
C -0.39717 0.92931 -1.95215
C 1.01753 1.13790 -1.80290
C 1.21555 2.17963 -0.85011
C -0.06040 2.61383 -0.39807
C -1.05998 1.85865 -1.07611
La -0.30896 -0.66505 0.35130
N -3.64861 -0.17336 -0.79347
C 0.58821 -2.62906 0.26206
C 1.48738 -2.05521 -0.65586
H 2.18217 2.61743 -0.57950
H 1.80042 0.65875 -2.40098
H -0.24190 3.46095 0.27153
H -2.14490 2.00710 -1.03347
H -0.87761 0.27413 -2.68578
H 1.35572 -2.03707 -1.72280
H 0.95287 -2.77593 1.28316
H -3.47437 -1.20597 -0.88987
H 2.53189 -2.11919 -0.38311
H -0.20015 -3.32090 -0.05523
F -0.85721 0.87463 2.37312
B -0.12754 -0.11434 3.12634
F -0.75251 -1.40651 2.65616
F 1.19600 -0.16058 2.51105
F -0.17641 0.05083 4.44468
*
```

Results
- ΔE to the lowest compared entry with this formula, charge and spin: 0.524 eV
- HOMO-LUMO gap (alpha / beta): 5.26 / 5.76 eV

[3]
A structure of composition C7H10BF4NZn in a non-equilibrium geometry, computed with ωB97M-V with the def2-TZVPD basis set.

```
! RIJCOSX wB97M-V def2-TZVPD def2/J DEFGRID3
* xyz -2 1
C -0.85600 1.03277 -2.03845
C 0.53639 0.83472 -2.30001
C 1.28446 1.60371 -1.34984
C 0.34939 2.27459 -0.49828
C -0.97362 1.92687 -0.92544
Zn 0.00081 -0.11715 0.02854
N -1.51076 -1.24586 0.00169
C -0.37250 -2.19766 -0.06826
C 0.91485 -1.89212 -0.91567
H 2.36356 1.75643 -1.36340
H 0.94991 0.28649 -3.14875
H 0.59439 3.02763 0.25082
H -1.90199 2.35455 -0.55366
H -1.68105 0.64994 -2.63699
H 0.88440 -1.96843 -2.01712
H -0.82871 -2.98502 -0.65681
H -2.31047 -1.05749 0.87086
H 1.97403 -1.90063 -0.55881
H 0.06344 -2.66943 0.82625
F 0.28979 0.17541 2.03274
B 0.10850 0.06178 3.45966
F 0.59429 1.18682 4.04082
F -1.23907 -0.07003 3.67055
F 0.76596 -1.06789 3.84954
*
```

Results
- HOMO-LUMO gap: 4.69 eV

[4]
An isolated molecule of C7H10BNO in a non-equilibrium geometry, computed with ωB97M-V with the def2-TZVPD basis set.

```
! RIJCOSX wB97M-V def2-TZVPD def2/J DEFGRID3
* xyz 0 1
B -1.76774 -0.43450 0.15916
C 2.35416 0.22163 0.56954
C -0.18026 -0.33095 -0.28572
C 1.41582 1.19413 0.55903
C 0.18400 1.09349 0.09100
C 2.24974 -0.87531 -0.37789
C 0.88751 -1.37532 0.13114
C -1.01005 1.96801 -0.26854
N -2.14237 0.95496 -0.10170
O -2.62223 -1.42022 0.44634
H 2.90851 0.02303 1.53545
H -0.26276 -0.27977 -1.32801
H 2.11914 -0.52138 -1.41017
H 2.99910 -1.58701 -0.36662
H 0.83476 -1.35807 1.19844
H 0.80920 -2.38579 -0.22376
H -1.16496 2.77775 0.55696
H -1.08039 2.20909 -1.33399
H -2.96772 1.35688 -0.33788
H -3.56346 -1.23067 0.78724
*
```

Results
- ΔE to the lowest compared entry with this formula, charge and spin: 2.733 eV
- SMILES: OB1NCC2=C=CCC[C@@H]12
- HOMO-LUMO gap: 8.31 eV

[5]
A cluster of 2 separate species, C7H10BNO in total in a non-equilibrium geometry, computed with ωB97M-V with the def2-TZVPD basis set.

```
! RIJCOSX wB97M-V def2-TZVPD def2/J DEFGRID3
* xyz 0 1
B -0.71251 1.26167 -1.01959
C -0.72938 -3.04601 0.65988
C -1.16764 -1.98878 -0.00225
C 0.68613 -3.31279 0.87375
C 1.13861 -1.42682 -0.40465
C -0.16899 -1.10838 -0.43032
C 0.78612 2.64974 0.52412
C -0.70825 2.40837 0.12039
N 1.51148 -2.53367 0.27068
O -0.48925 1.46400 -2.26062
H -1.47456 -3.81162 1.05285
H -2.22664 -1.73092 -0.32879
H 1.06956 -4.04544 1.56082
H 1.95682 -0.81885 -0.85137
H 1.41420 2.58988 -0.41691
H 0.81810 3.55380 1.15089
H 1.08065 1.82072 1.21644
H -1.29444 2.37322 1.11240
H -1.16184 3.36206 -0.21716
H -0.32816 2.33983 -2.61055
*
```

Results
- ΔE to the lowest compared entry with this formula, charge and spin: 3.751 eV
- HOMO-LUMO gap: 8.18 eV

[6]
The ion C7H10BO with charge -1 in a non-equilibrium geometry, computed with ωB97M-V with the def2-TZVPD basis set.

```
! RIJCOSX wB97M-V def2-TZVPD def2/J DEFGRID3
* xyz -1 1
B -1.81516 -1.62858 -0.17334
C -0.91157 -1.43565 -1.53327
O 0.49528 -1.06434 -1.34058
C 0.69028 -0.05092 -0.46658
C 0.35367 1.24741 -0.74844
C 0.56739 2.24362 0.16822
C 1.13669 1.95743 1.37529
C 1.50623 0.66861 1.67018
C 1.28353 -0.30994 0.74633
H -1.06410 -1.99040 0.72968
H -2.28289 -0.55972 0.20770
H -2.67638 -2.48321 -0.29356
H -0.88320 -2.38889 -2.07119
H -1.42389 -0.72895 -2.20830
H -0.10126 1.49703 -1.70123
H 0.31381 3.27738 -0.03988
H 1.32155 2.70784 2.13781
H 1.95529 0.38973 2.61601
H 1.53472 -1.34846 0.92516
*
```

Results
- HOMO-LUMO gap: 8.18 eV

[7]
A cluster of 2 separate species, C7H10BrI in total in a non-equilibrium geometry, computed with ωB97M-V with the def2-TZVPD basis set.

```
! RIJCOSX wB97M-V def2-TZVPD def2/J DEFGRID3
* xyz 0 1
C -0.86564 -0.87035 0.20788
C -0.83170 0.57574 0.55998
C -0.02827 -1.08061 -1.08067
C 0.51803 1.16927 0.90527
C 1.35994 -0.52291 -1.01841
C 1.66711 0.62122 0.05633
C 2.28526 -0.69705 0.06239
Br 1.32230 -2.15849 2.81356
I 4.23601 -1.34515 0.32042
H -0.53522 -1.55679 0.84898
H -1.93472 -0.90392 -0.05737
H -1.49570 1.19265 -0.09609
H -1.43836 0.79269 1.51260
H 0.04755 -2.18327 -1.25901
H -0.48129 -0.52479 -1.90988
H 0.38949 2.16576 0.69321
H 0.88495 1.02775 1.85519
H 1.88806 -0.47610 -2.05074
H 2.35234 1.36454 -0.30568
*
```

Results
- ΔE to the lowest compared entry with this formula, charge and spin: 3.653 eV
- HOMO-LUMO gap (alpha / beta): 5.91 / 5.91 eV

[8]
An isolated molecule of C7H10BrN in a non-equilibrium geometry, computed with ωB97M-V with the def2-TZVPD basis set.

```
! RIJCOSX wB97M-V def2-TZVPD def2/J DEFGRID3
* xyz 0 1
C -0.21454 -2.12462 0.12697
C -1.44842 -1.71987 0.04642
C -1.19369 0.67360 -0.25967
C 1.02527 -1.37621 -0.11121
C 1.30679 -0.14108 0.70893
C -1.65069 1.99255 -0.63890
C 1.97560 1.08153 0.18393
N -1.79669 -0.37683 -0.13054
Br 0.48375 -0.12002 2.43329
H -0.08892 -3.20566 0.10490
H -2.26795 -2.25534 0.33178
H 1.78131 -2.07591 0.07543
H 1.21419 -1.14062 -1.13992
H -1.11257 2.65501 -0.06050
H -2.69798 2.11896 -0.29508
H -1.62887 1.93433 -1.74218
H 1.73968 1.12189 -0.84568
H 3.10504 1.21348 0.41939
H 1.46870 1.74480 0.79263
*
```

Results
- ΔE to the lowest compared entry with this formula, charge and spin: 3.942 eV
- HOMO-LUMO gap (alpha / beta): 7.57 / 7.50 eV

[9]
A cluster of 2 separate species, C7H10Cl4N2O4S2 in total in a non-equilibrium geometry, computed with ωB97M-V with the def2-TZVPD basis set.

```
! RIJCOSX wB97M-V def2-TZVPD def2/J DEFGRID3
* xyz 0 1
O -2.36229 2.96378 3.33520
S -3.36440 2.55001 2.23117
O -3.26708 3.84931 1.07892
O -2.85690 1.18291 1.34847
C -2.43610 0.07457 2.21939
C -0.94306 -0.40896 1.63938
C -0.98170 -1.89298 0.94466
C -0.75489 -1.90846 -0.67904
S 0.71159 -0.90810 -1.28533
C 2.34813 -1.72638 -0.86721
N 3.63990 -1.03582 -1.34393
N 4.78051 -1.74302 -0.92202
C 4.18174 -2.92928 -0.16146
O 2.68487 -2.95256 -0.12744
H -2.35170 3.74940 0.64340
H -2.31250 0.35448 3.35268
H -3.22764 -0.81796 2.19573
H -0.54225 0.45090 0.94967
H -0.24314 -0.49771 2.59288
H -0.23177 -2.59326 1.54678
H -2.07603 -2.33030 1.12931
H -0.67232 -3.05617 -0.99063
H -1.75438 -1.48326 -1.17217
H 4.94569 -3.69598 0.32862
C 1.41717 2.96097 -3.59742
Cl -0.22679 2.28236 -3.49024
Cl 2.57970 1.81736 -2.87963
Cl 1.83498 3.23801 -5.30714
Cl 1.48068 4.50615 -2.71263
*
```

Results
- HOMO-LUMO gap: 8.61 eV

[10]
A structure of composition C7H10ClIN3O4SV in a non-equilibrium geometry, computed with ωB97M-V with the def2-TZVPD basis set.

```
! RIJCOSX wB97M-V def2-TZVPD def2/J DEFGRID3
* xyz 2 1
V -0.04422 -0.10734 0.21505
O -3.25372 2.46202 1.25972
Cl -2.72325 1.41132 0.49374
O -2.78014 1.53222 -0.91250
O -0.53096 1.35610 0.68783
O -1.43813 -0.82611 -0.05973
C -0.04807 3.04721 -4.11909
N 0.57655 2.19970 -3.10831
C 0.29921 0.92797 -2.93329
N -0.57791 0.30543 -3.70081
S 1.22678 -0.00209 -1.77138
H 0.42938 4.02115 -4.08780
H -1.11318 3.16694 -3.91770
H 0.10674 2.62329 -5.11201
H 1.25238 2.59869 -2.47249
H -1.11852 0.78294 -4.40703
H -0.74103 -0.67874 -3.55435
I 1.05151 -0.72698 6.08635
C 1.24825 -1.35168 4.13403
C 1.99368 -2.48252 3.79583
C 2.10989 -2.86723 2.46862
C 1.46685 -2.11929 1.50684
N 0.74310 -1.03063 1.82909
C 0.63895 -0.64357 3.11103
H 2.48242 -3.05752 4.57160
H 2.68574 -3.73540 2.18263
H 1.51453 -2.39140 0.45540
H 0.06219 0.25173 3.30083
*
```

Results
- HOMO-LUMO gap: 4.80 eV

[11]
A structure of composition C7H10ClNO4Ti in a non-equilibrium geometry, computed with ωB97M-V with the def2-TZVPD basis set.

```
! RIJCOSX wB97M-V def2-TZVPD def2/J DEFGRID3
* xyz -1 2
C 1.98364 -1.25130 -0.04404
C 0.92481 -2.20129 -0.30305
C 0.05647 -2.24281 0.84586
C 0.56647 -1.30215 1.82305
C 1.77205 -0.69627 1.27642
Ti 0.01192 -0.04646 0.02632
N 0.83936 1.37545 -1.07816
C -0.25341 0.85331 -2.04023
C -0.64317 -0.65149 -1.73657
H -0.77606 -2.93463 0.99489
H 0.85634 -2.85459 -1.17787
H 0.13863 -1.11412 2.81401
H 2.39345 0.06236 1.77986
H 2.81997 -1.03136 -0.72203
H -0.16019 -1.33487 -2.46691
H 0.29174 0.95492 -3.00060
H 1.43053 2.23554 -0.85092
H -1.74539 -0.88586 -1.78315
H -1.15398 1.50852 -1.99566
O -2.35768 3.04466 0.35350
Cl -1.89172 2.40557 1.54832
O -0.79365 3.04840 2.19955
O -2.99526 2.10035 2.45634
O -1.31488 0.95812 1.08108
*
```

Results
- ΔE to the lowest compared entry with this formula, charge and spin: 0.000 eV
- ⟨S²⟩: 0.755
- HOMO-LUMO gap (alpha / beta): 5.48 / 7.23 eV

[12]
A structure of composition C7H10ErI2O3S in a non-equilibrium geometry, computed with ωB97M-V with the def2-TZVPD basis set.

```
! RIJCOSX wB97M-V def2-TZVPD def2/J DEFGRID3
* xyz 3 4
C 3.15079 0.82282 0.93313
C 2.71614 0.13384 -0.33487
I 4.12864 -0.10271 -1.73223
C 1.38674 -0.24524 -0.50323
I 0.73719 -1.14170 -2.30128
C 0.27341 0.04371 0.44315
C -0.68719 -1.13057 0.81089
C -2.07740 -1.21527 0.15681
C -2.70256 0.12171 -0.18639
O -1.76318 0.85691 -1.03109
S -0.56506 1.54904 -0.24025
O 0.30208 2.06302 -1.24513
O -1.07634 2.27523 0.85867
H 4.22938 0.76927 1.06837
H 2.68734 0.38031 1.81657
H 2.86006 1.88079 0.87414
H 0.73049 0.40509 1.36655
H -0.83266 -1.07677 1.89128
H -0.13927 -2.06070 0.63784
H -2.04850 -1.87408 -0.74079
H -2.75448 -1.72368 0.84873
H -2.94152 0.72040 0.69442
H -3.61837 0.03138 -0.77187
Er -1.99574 -1.48278 -3.31341
*
```

Results
- ΔE to the lowest compared entry with this formula, charge and spin: 0.000 eV
- ⟨S²⟩: 3.779
- HOMO-LUMO gap (alpha / beta): 7.69 / 6.17 eV

What is the formula in the fifth record?
C7H10BNO